8 unconnected molecules or ions with the total composition C50H41NO20, computed with ωB97M-V/def2-TZVPD.

Output
HOMO energy = -9.8 eV
E_tot = -94947.585 eV
Structure (SMILES) = CC(=O)OCCCNC(=O)OCC(=O)O.O=C1C=CC(=O)C=C1.O=C1C=CC(=O)C=C1.O=C1C=CC(=O)C=C1.O=C1C=CC(=O)C=C1.O=C1C=CC(=O)C=C1.O=C1C=CC(=O)C=C1.O=C1C=CC(=O)C=C1
Molecular weight = 975.9 g mol⁻¹

ORCA input file:
```
! RIJCOSX wB97M-V def2-TZVPD def2/J DEFGRID3
* xyz 0 1
C 3.086 -2.806 2.861
C 3.528 -1.855 1.781
O 3.468 -2.156 0.613
O 4.023 -0.692 2.248
C 3.995 0.369 1.294
C 2.611 0.945 1.017
C 1.997 1.697 2.202
N 1.978 0.916 3.456
C 0.883 0.123 3.630
O 0.149 0.140 4.602
O 0.672 -0.770 2.613
C -0.520 -0.459 1.889
C -0.617 -1.445 0.734
O 0.347 -1.728 0.058
O -1.822 -2.013 0.511
H 3.832 -3.591 2.970
H 2.143 -3.250 2.565
H 2.963 -2.314 3.822
H 4.460 0.092 0.352
H 4.595 1.169 1.724
H 2.754 1.681 0.227
H 1.913 0.221 0.610
H 0.988 1.976 1.923
H 2.512 2.640 2.367
H 2.153 1.461 4.285
H -0.526 0.552 1.487
H -1.394 -0.579 2.532
H -2.243 -2.106 1.386
O 0.322 1.984 -0.336
C 0.263 2.781 -1.251
C -0.179 2.327 -2.588
C -0.245 3.184 -3.606
C 0.116 4.611 -3.431
O 0.054 5.394 -4.358
C 0.560 5.059 -2.086
C 0.629 4.205 -1.070
H -0.432 1.288 -2.668
H -0.560 2.888 -4.594
H 0.821 6.105 -1.986
H 0.949 4.502 -0.078
O 1.171 -4.099 -6.602
C 0.811 -3.031 -6.160
C 0.043 -2.072 -6.995
C -0.351 -0.898 -6.510
C -0.040 -0.499 -5.117
O -0.406 0.573 -4.673
C 0.726 -1.454 -4.281
C 1.120 -2.629 -4.764
H -0.174 -2.384 -8.009
H -0.913 -0.184 -7.101
H 0.943 -1.145 -3.265
H 1.679 -3.341 -4.171
O -1.726 5.063 8.155
C -1.532 4.586 7.058
C -1.397 3.122 6.863
C -1.181 2.599 5.657
C -1.071 3.465 4.457
O -0.878 2.996 3.353
C -1.205 4.930 4.650
C -1.420 5.450 5.855
H -1.483 2.511 7.752
H -1.078 1.534 5.496
H -1.121 5.542 3.761
H -1.522 6.515 6.018
O -5.043 -4.349 -4.217
C -4.896 -3.222 -4.637
C -4.178 -2.191 -3.846
C -4.022 -0.953 -4.308
C -4.554 -0.550 -5.633
O -4.407 0.577 -6.055
C -5.271 -1.581 -6.424
C -5.429 -2.819 -5.963
H -3.795 -2.504 -2.882
H -3.501 -0.187 -3.746
H -5.653 -1.268 -7.388
H -5.949 -3.585 -6.524
O -3.200 -2.683 2.777
C -3.285 -3.833 3.177
C -3.887 -4.904 2.354
C -3.965 -6.150 2.812
C -3.445 -6.508 4.159
O -3.511 -7.645 4.573
C -2.839 -5.424 4.972
C -2.769 -4.179 4.512
H -4.254 -4.618 1.376
H -4.401 -6.955 2.234
H -2.465 -5.704 5.944
H -2.332 -3.373 5.080
O 4.081 -2.464 7.767
C 3.054 -2.951 7.347
C 2.776 -4.403 7.490
C 1.649 -4.938 7.028
C 0.625 -4.106 6.353
O -0.406 -4.592 5.928
C 0.901 -2.655 6.208
C 2.028 -2.120 6.670
H 3.536 -4.991 7.987
H 1.427 -5.994 7.120
H 0.143 -2.063 5.708
H 2.249 -1.064 6.575
O 4.020 5.190 -5.406
C 3.543 5.381 -6.505
C 2.098 5.667 -6.677
C 1.577 5.873 -7.884
C 2.417 5.829 -9.105
O 1.944 6.018 -10.205
C 3.864 5.543 -8.931
C 4.386 5.336 -7.726
H 1.499 5.696 -5.773
H 0.525 6.082 -8.032
H 4.460 5.514 -9.835
H 5.438 5.127 -7.577
*
```